# 1
The following is a quantum chemistry calculation of a molecular structure, C37H33BrN8O6SZr, from the Open Molecules 2025 dataset.

The calculation puts the HOMO energy at -11.90 eV. The calculation puts the relative energy (zero: lowest compared OMol25 entry of this formula, charge and spin) at 3.3 kcal per mole. The charge is +2. As for the maximum force: 0.0396 hartree/bohr.

Geometry as XYZ:
```
87
C37H33BrN8O6SZr, DFT the ωB97M-V functional and the def2-TZVPD basis
Zr -1.114 -1.123 2.441
O 2.060 -3.637 7.113
C 1.379 -3.158 6.081
C 0.666 -3.970 5.189
C -0.027 -3.350 4.188
N -0.022 -2.020 4.063
C 0.729 -1.238 4.860
C 1.437 -1.762 5.893
C 0.669 0.213 4.424
O 1.143 1.106 5.062
O 0.015 0.321 3.270
C -0.818 -4.025 3.074
O -1.036 -5.197 3.072
O -1.195 -3.128 2.159
H 1.978 -4.596 7.193
H 0.652 -5.051 5.267
H 2.035 -1.140 6.549
C 3.415 1.306 -10.521
O 4.190 0.955 -9.373
C 3.544 0.737 -8.220
C 2.163 0.835 -8.066
C 1.599 0.577 -6.826
C 2.383 0.225 -5.734
C 3.769 0.141 -5.903
C 4.342 0.393 -7.125
C 1.810 -0.061 -4.419
N 2.497 -0.303 -3.318
C 1.561 -0.514 -2.349
C 0.288 -0.402 -2.839
N 0.460 -0.109 -4.172
C -0.870 -0.570 -2.031
C -2.199 -0.509 -2.484
C -3.229 -0.672 -1.597
C -2.937 -0.869 -0.253
N -1.696 -0.942 0.207
C -0.661 -0.824 -0.666
C 0.675 -0.974 -0.142
N 0.804 -1.274 1.179
C 2.018 -1.508 1.656
C 3.171 -1.430 0.879
C 3.059 -1.079 -0.439
C 1.783 -0.845 -0.976
H 4.122 1.427 -11.332
H 2.882 2.244 -10.360
H 2.708 0.515 -10.770
H 1.529 1.112 -8.897
H 0.520 0.669 -6.733
H 4.384 -0.130 -5.054
H 5.414 0.330 -7.270
H -0.257 -0.002 -4.868
H -2.408 -0.338 -3.534
H -4.261 -0.636 -1.917
H -3.731 -0.929 0.470
H 2.095 -1.757 2.703
H 4.132 -1.641 1.330
H 3.924 -0.989 -1.085
C 1.039 4.084 3.237
C -0.406 4.373 2.844
N -1.277 3.183 2.873
C -1.626 2.326 1.934
S -2.787 1.083 2.377
N -1.164 2.314 0.676
C -0.182 3.138 -0.054
C -0.834 4.208 -0.917
H 1.635 4.994 3.132
H 1.482 3.304 2.615
H 1.100 3.745 4.271
H -0.488 4.843 1.872
H -0.843 5.068 3.556
H -1.634 2.930 3.779
H -1.752 1.756 0.083
H 0.382 2.448 -0.685
H 0.527 3.560 0.641
H -1.542 3.762 -1.619
H -0.074 4.741 -1.494
H -1.378 4.936 -0.311
Br -2.430 -0.308 5.510
C -3.699 -1.223 4.459
C -5.005 -1.316 4.882
C -5.881 -2.050 4.098
C -5.414 -2.676 2.952
C -4.090 -2.532 2.612
N -3.231 -1.792 3.340
H -5.317 -0.836 5.798
H -6.919 -2.149 4.394
H -6.066 -3.278 2.336
H -3.665 -3.039 1.758
```



# 2
The following is a quantum chemistry calculation of a gas-phase ion, C37H33F3N (charge +1), from the Open Molecules 2025 dataset.

The calculation puts the HOMO energy at -11.24 eV. The calculation puts the relative energy (zero: lowest compared OMol25 entry of this formula, charge and spin) at 0.0 kcal per mole. The charge is +1. The structure (SMILES) is FC(F)(F)c1ccc([C@H](c2ccccc2)[N@H+]2CCC[C@@H]2C(c2ccccc2)(c2ccccc2)c2ccccc2)cc1. As for the maximum force: 0.0542 hartree/bohr.

Geometry as XYZ:
```
74
C37H33F3N, DFT the ωB97M-V functional and the def2-TZVPD basis
F -2.856 3.150 -5.313
C -2.394 3.763 -4.170
F -1.379 4.592 -4.545
F -3.415 4.550 -3.697
C -1.993 2.750 -3.137
C -0.658 2.449 -2.881
C -0.367 1.353 -2.072
C -1.388 0.590 -1.467
C -1.137 -0.881 -1.200
C -2.328 -1.692 -1.745
C -3.334 -2.123 -0.870
C -4.273 -3.071 -1.286
C -4.275 -3.477 -2.621
C -3.374 -2.923 -3.541
C -2.396 -2.027 -3.097
N -0.865 -1.417 0.092
C -0.441 -2.864 -0.192
C 0.866 -3.081 0.544
C 0.767 -2.120 1.712
C 0.133 -0.822 1.134
C -0.538 0.075 2.212
C 0.378 0.160 3.442
C -0.176 0.358 4.709
C 0.640 0.402 5.843
C 2.031 0.333 5.693
C 2.596 0.226 4.420
C 1.770 0.176 3.293
C -1.876 -0.593 2.613
C -3.116 -0.165 2.100
C -4.276 -0.892 2.406
C -4.223 -1.985 3.271
C -3.004 -2.383 3.816
C -1.838 -1.697 3.478
C -0.741 1.546 1.834
C -1.501 2.361 2.692
C -1.632 3.734 2.456
C -1.024 4.307 1.328
C -0.261 3.500 0.489
C -0.021 2.165 0.815
C -2.707 1.079 -1.559
C -3.013 2.084 -2.468
H 0.135 3.039 -3.338
H 0.682 1.050 -1.945
H -0.247 -1.099 -1.813
H -3.425 -1.698 0.141
H -4.994 -3.456 -0.555
H -5.018 -4.196 -2.944
H -3.444 -3.171 -4.605
H -1.679 -1.579 -3.797
H -1.746 -1.494 0.625
H -0.346 -3.019 -1.270
H -1.249 -3.502 0.167
H 1.707 -2.856 -0.141
H 0.908 -4.138 0.846
H 1.723 -1.971 2.221
H 0.092 -2.540 2.461
H 0.876 -0.280 0.544
H -1.261 0.447 4.836
H 0.174 0.494 6.827
H 2.673 0.382 6.573
H 3.678 0.183 4.277
H 2.217 0.092 2.299
H -3.182 0.743 1.488
H -5.225 -0.588 1.960
H -5.132 -2.534 3.515
H -2.930 -3.221 4.510
H -0.896 -2.000 3.951
H -1.982 1.939 3.579
H -2.212 4.350 3.144
H -1.130 5.370 1.124
H 0.183 3.911 -0.421
H 0.713 1.598 0.236
H -3.533 0.595 -1.029
H -4.040 2.348 -2.709
```



# 3
The following is a quantum chemistry calculation of a molecular structure, C37H33N8O3SW, from the Open Molecules 2025 dataset.

The calculation puts the HOMO energy (alpha / beta) at -15.88 / -16.10 eV. The calculation puts the relative energy (zero: lowest compared OMol25 entry of this formula, charge and spin) at 6.7 kcal per mole. The charge is +3. Its spin multiplicity is 3. As for the maximum force: 0.0409 hartree/bohr.

Geometry as XYZ:
```
83
C37H33N8O3SW, DFT the ωB97M-V functional and the def2-TZVPD basis
W 0.277 -0.145 -0.245
C 3.387 -2.416 -2.386
C 2.770 -2.736 -3.587
C 1.491 -2.266 -3.838
C 0.856 -1.489 -2.885
N 1.456 -1.197 -1.715
C 2.693 -1.655 -1.470
C -0.497 -0.923 -3.056
C -1.226 -1.031 -4.226
C -2.483 -0.452 -4.300
C -2.977 0.231 -3.201
C -2.199 0.311 -2.064
N -0.980 -0.250 -1.987
H 4.382 -2.763 -2.150
H 3.277 -3.350 -4.319
H 0.994 -2.518 -4.762
H 3.121 -1.411 -0.506
H -0.823 -1.561 -5.075
H -3.066 -0.532 -5.208
H -3.949 0.702 -3.219
H -2.533 0.851 -1.189
N 1.787 0.532 1.264
C 2.907 1.186 0.617
C 4.126 1.357 1.204
C 5.155 2.038 0.511
C 4.934 2.551 -0.735
C 3.676 2.378 -1.365
C 3.361 2.894 -2.641
C 2.111 2.692 -3.165
C 1.187 1.920 -2.449
N 1.452 1.403 -1.259
C 2.675 1.659 -0.687
H 2.131 -0.278 1.828
H 1.341 1.184 1.909
H 4.304 0.981 2.204
H 6.118 2.162 0.987
H 5.713 3.092 -1.257
H 4.108 3.454 -3.191
H 1.828 3.092 -4.128
H 0.208 1.725 -2.864
S -1.007 2.206 0.586
C -0.391 3.837 0.638
N -1.088 4.657 1.462
C -0.826 5.967 1.661
C 0.220 6.555 1.013
C 0.979 5.760 0.152
C 0.680 4.426 -0.036
H -1.870 4.241 1.957
H -1.482 6.485 2.347
H 0.437 7.601 1.167
H 1.811 6.201 -0.383
H 1.263 3.833 -0.716
N -1.418 -0.443 0.936
C -2.450 -0.689 1.419
N -3.569 -0.948 1.986
C -4.837 -1.059 1.219
C -5.734 0.097 1.626
O -5.923 0.106 3.022
C -4.718 0.300 3.728
C -3.751 -0.839 3.460
H -5.288 -2.012 1.496
H -4.613 -1.069 0.154
H -6.715 -0.014 1.169
H -5.295 1.049 1.295
H -4.967 0.332 4.787
H -4.260 1.257 3.442
H -4.168 -1.789 3.794
H -2.783 -0.683 3.931
O 2.379 -1.810 2.395
C 1.532 -2.454 1.804
N 0.774 -1.979 0.731
C -0.084 -2.994 0.303
O -0.832 -2.806 -0.642
C 0.110 -4.185 1.155
C -0.500 -5.420 1.165
C -0.070 -6.329 2.131
C 0.933 -5.999 3.039
C 1.545 -4.746 3.021
C 1.109 -3.856 2.064
H -1.273 -5.678 0.453
H -0.520 -7.312 2.177
H 1.243 -6.731 3.773
H 2.324 -4.487 3.725
```